[1]
{"formula": "C28H45NO6PdS", "method": "ωB97M-V/def2-TZVPD", "symbols": ["Pd", "S", "O", "O", "O", "O", "O", "O", "N", "C", "C", "C", "C", "C", "C", "C", "C", "C", "C", "C", "C", "C", "C", "C", "C", "C", "C", "C", "C", "C", "C", "C", "C", "C", "C", "C", "C", "H", "H", "H", "H", "H", "H", "H", "H", "H", "H", "H", "H", "H", "H", "H", "H", "H", "H", "H", "H", "H", "H", "H", "H", "H", "H", "H", "H", "H", "H", "H", "H", "H", "H", "H", "H", "H", "H", "H", "H", "H", "H", "H", "H", "H"], "positions_angstrom": [[-6.08598, -1.40186, 0.66970], [0.97652, -0.81181, -0.18890], [1.19619, -1.97182, 0.84305], [-3.59433, 0.72803, 1.64573], [2.39892, -1.36338, 3.23694], [-1.94181, -0.36932, 0.55938], [0.13479, -1.16893, -1.28798], [2.27490, -0.39434, -0.61293], [4.24930, -2.66394, 1.81702], [-2.30981, -3.23085, 1.64999], [2.17475, -2.76712, 3.19792], [1.03397, 2.87145, -4.06314], [2.83666, 4.18470, -0.77683], [2.30386, 2.87358, -0.19797], [-5.94758, 0.39441, -1.88031], [3.49708, 2.73314, -4.70145], [3.25935, 2.44236, 0.93209], [-5.26948, 0.17908, -3.04318], [-3.13172, 0.23719, 0.64938], [-3.16390, -3.87124, 0.53227], [-0.96231, 0.08427, 1.51165], [-0.91392, -3.13358, 1.06007], [-2.43989, -4.10663, 2.89545], [0.01139, 1.74591, -0.21070], [-5.29932, 0.42966, -0.65829], [-0.45826, -1.00023, 2.45506], [0.82599, 2.95951, 0.26104], [2.66017, 4.51889, -3.17609], [-3.89261, 0.24637, -0.63952], [-3.22106, 0.05061, -1.81381], [0.28390, 0.56190, 0.71743], [3.16774, -3.52460, 2.27352], [0.11148, -2.24759, 1.78808], [-3.89111, 0.01292, -3.01838], [2.41365, 3.39097, -3.95651], [1.97164, 4.79909, -1.92645], [0.71930, -3.09443, 2.92873], [3.38759, 5.23862, -3.52847], [4.06427, 3.46042, -5.28143], [-3.34355, -0.16949, -3.92562], [-2.05680, -3.57146, 3.75914], [-2.77280, -2.27601, 1.85646], [1.00945, 0.81923, 1.47661], [-1.22608, -1.23857, 3.17693], [0.94751, 4.44723, -1.93522], [2.58203, -3.81434, 1.39720], [0.23865, 1.52721, -1.24542], [-3.79931, -4.65441, 0.93464], [-3.80555, -3.08883, 0.06074], [3.99936, -2.23461, 0.93642], [2.39224, -3.14117, 4.19887], [-2.15835, -0.11668, -1.80664], [2.75272, 2.04772, 1.80220], [0.79136, 2.38638, -3.11227], [0.33435, -0.53770, 3.03415], [3.07728, -1.22080, 3.89886], [-1.02782, 2.02875, -0.06794], [0.84339, 2.98416, 1.34613], [-3.48481, -4.29178, 3.10996], [2.34841, 2.09913, -0.96219], [4.19228, 2.23503, -4.02561], [0.91745, 2.20860, -4.90455], [0.15015, -2.90828, 3.83056], [-5.82486, 0.60285, 0.27977], [5.06144, -3.22670, 1.59799], [3.84138, 4.00003, -1.14943], [0.64034, -4.15523, 2.72093], [-1.87985, -5.03180, 2.82264], [-2.54592, -4.33212, -0.22733], [3.98075, 1.72841, 0.55924], [-1.03528, -2.80306, 0.03494], [1.94144, 5.87528, -1.77546], [0.36409, 3.72466, -4.11848], [3.51703, -4.44557, 2.72040], [0.34735, 3.88601, -0.03904], [-0.54173, -4.15075, 1.00258], [3.83476, 3.30532, 1.25821], [2.96560, 4.88734, 0.03870], [-5.76858, 0.12380, -3.99306], [3.07408, 2.01167, -5.38602], [-7.01630, 0.51388, -1.93039], [-1.28765, 0.94520, 2.08822]], "mulliken_charge": [0.480, 0.735, 0.001, -0.591, -0.483, 0.790, -0.648, -0.745, -0.565, 1.721, -0.531, -1.357, -1.562, 1.458, -0.599, -1.361, -1.848, -0.547, 0.144, -1.261, -1.156, -2.273, -1.871, 0.221, -1.134, -2.311, -2.375, -0.672, 0.924, -0.263, 0.347, -0.542, 1.838, -0.859, 1.177, -0.475, -1.473, 0.460, 0.392, 0.489, 0.309, -0.060, 0.663, 0.349, 0.483, 0.246, -0.324, 0.400, 0.119, 0.180, 0.767, 0.481, 0.414, 0.232, 0.801, 0.434, 0.204, 0.641, 0.607, 0.195, 0.351, 0.504, 0.434, 0.951, 0.278, 0.595, 0.409, 0.308, 0.298, 0.314, 0.391, 0.382, 0.410, 0.496, 0.730, 1.051, 0.602, 0.591, 0.461, 0.419, 0.450, 0.757], "molar_mass_da": 630.16, "homo_ev": -12.893, "total_charge": 2, "homo_lumo_gap_ha": 0.05396, "total_energy_ev": -57833.64178}

=====

[2]
{"formula": "C28H46AsGeMnN2O2S5Se2", "method": "ωB97M-V/def2-TZVPD", "symbols": ["Se", "Se", "As", "Ge", "Mn", "S", "S", "S", "S", "S", "O", "O", "N", "N", "C", "C", "C", "C", "C", "C", "C", "C", "C", "C", "C", "C", "C", "C", "C", "C", "C", "C", "C", "C", "C", "C", "C", "C", "C", "C", "C", "C", "H", "H", "H", "H", "H", "H", "H", "H", "H", "H", "H", "H", "H", "H", "H", "H", "H", "H", "H", "H", "H", "H", "H", "H", "H", "H", "H", "H", "H", "H", "H", "H", "H", "H", "H", "H", "H", "H", "H", "H", "H", "H", "H", "H", "H", "H"], "positions_angstrom": [[0.11224, 2.82899, 1.23763], [-0.64958, 4.10157, -0.56560], [-2.04107, -0.95211, -0.78375], [0.98716, -0.52615, 0.12849], [-1.01933, 1.38205, -0.58085], [-2.20419, 1.84790, -5.34177], [0.66472, 1.74454, -2.20728], [-0.58406, 2.28647, -7.77297], [-2.47993, 1.58573, -2.41417], [0.73175, 2.06703, -5.13577], [3.42597, 6.29178, -0.81848], [0.22839, 5.90420, 1.59357], [-3.84543, 1.82031, 2.48119], [-2.57380, 1.76174, 0.70333], [-0.67753, 2.09327, -6.19640], [-2.72755, 1.32034, 1.94451], [-1.48298, -5.68235, -0.32863], [2.00939, 4.82056, 0.37943], [1.58943, -3.86748, 3.58911], [3.87078, -2.39509, -1.29952], [-0.08826, 1.80303, -3.67386], [1.71740, -1.45859, 2.84540], [-1.55893, 1.72378, -3.76935], [0.88020, -2.73177, 2.86258], [2.66206, -0.15219, -0.80917], [3.45747, 5.10009, -0.07144], [1.63347, 5.89780, 1.40055], [1.96870, 3.40033, 0.94751], [-1.26249, -4.34293, -0.05535], [2.63997, -3.29175, -1.33480], [-3.51884, -4.13280, 0.74517], [3.76078, -1.16670, -0.40024], [-4.45077, 2.63086, 1.55722], [-3.65940, 2.59004, 0.45561], [-2.04898, -2.10696, 0.81503], [-3.96642, -0.82810, -0.99664], [-1.52791, -1.96750, -2.34535], [1.13169, 4.86710, -0.87910], [-2.27927, -3.55439, 0.48564], [-2.72537, -6.24991, -0.06888], [1.11069, -0.27212, 2.07285], [-3.74108, -5.47526, 0.46856], [-3.80285, 3.09681, -0.48273], [1.79796, -2.80603, -1.83651], [4.72466, -2.97879, -0.95234], [-4.31229, -3.53728, 1.18291], [0.96411, -4.75764, 3.62904], [3.64898, -1.48125, 0.64078], [-0.44665, -2.01234, -2.45535], [-1.14428, -1.94904, 1.39525], [0.65378, -3.05240, 1.83884], [-4.25470, -0.43194, -1.96564], [-2.89591, -7.29666, -0.27968], [2.43537, 2.68795, 0.26957], [0.12654, -0.02288, 2.47718], [-4.18318, 1.63545, 3.41495], [-4.70472, -5.91676, 0.68248], [2.71432, -1.68974, 2.46497], [1.98602, 6.85927, 1.02404], [-0.68717, -6.28902, -0.73932], [2.45137, 3.33865, 1.92342], [2.97246, 0.85723, -0.53506], [0.42023, -1.88366, -0.26731], [1.60330, 4.32092, -1.69335], [4.70919, -0.62706, -0.43785], [-0.28628, -3.91130, -0.25556], [-2.05904, 0.65474, 2.46501], [-4.34046, -1.84995, -0.90589], [0.92388, 5.88825, -1.19466], [-1.92825, -2.97674, -2.25350], [2.32703, -3.57635, -0.32486], [-5.36879, 3.15613, 1.75387], [1.74112, 0.61329, 2.20621], [2.84937, -4.20934, -1.88259], [2.52026, -4.13264, 3.08543], [-2.89520, -1.71565, 1.38460], [-1.97174, -1.48014, -3.21353], [1.83381, -3.58437, 4.61340], [-0.07989, -2.52885, 3.34996], [4.09914, 5.18162, 0.81257], [2.15348, 5.68287, 2.34095], [3.81860, 4.25951, -0.67875], [4.11986, -2.07243, -2.31400], [4.31987, 6.61128, -0.98430], [1.87077, -1.12130, 3.87427], [2.52965, -0.16210, -1.89054], [-0.02814, 6.71213, 2.05259], [-4.39471, -0.21784, -0.20300]], "lowdin_spin": [-0.023, -0.072, -0.028, -0.035, 1.220, 0.005, -0.047, 0.034, -0.033, 0.021, 0.000, -0.005, 0.001, 0.000, -0.007, 0.005, 0.000, -0.001, 0.000, 0.000, 0.013, -0.002, -0.001, 0.000, -0.005, 0.000, 0.000, -0.003, 0.000, -0.001, 0.000, -0.003, 0.000, 0.001, 0.000, -0.006, -0.007, -0.003, 0.000, 0.000, -0.004, 0.000, 0.000, 0.000, 0.000, 0.000, 0.000, 0.000, 0.000, 0.000, 0.000, 0.000, 0.000, -0.001, 0.000, 0.000, 0.000, 0.000, 0.000, 0.000, 0.000, 0.000, -0.005, -0.001, 0.000, 0.000, 0.001, -0.001, -0.001, -0.001, 0.000, 0.000, 0.000, 0.000, 0.000, 0.000, 0.000, 0.000, 0.000, 0.000, 0.000, 0.000, 0.000, 0.000, 0.000, -0.001, 0.000, 0.000], "molar_mass_da": 963.41, "homo_ev": [-15.503, -15.489], "total_charge": 3, "spin_multiplicity": 2, "e_above_lowest_kj_mol": 4.8, "homo_lumo_gap_ha": [0.17698, 0.17243], "total_energy_ev": -370374.86593}